A 2-piece molecular cluster, C5H11NO3 overall at a distorted geometry, computed with ωB97M-V with the def2-TZVPD basis set.

The geometry in XYZ format:
```
20
Properties=species:S:1:pos:R:3:forces:R:3:mulliken_charge:R:1
C 0.46688 1.30312 0.64209 -1.627 -0.476 -0.489 -0.648
C -0.97013 1.29664 -0.02833 0.879 0.484 0.823 -0.217
C -1.98251 0.63824 0.89625 0.040 0.105 -0.136 -1.049
O 1.49860 1.66115 -0.22132 0.501 -0.208 -1.188 -0.549
H 1.45842 1.09323 -1.02549 0.090 0.618 0.870 0.398
H 0.63388 0.30998 1.08132 0.054 0.097 0.112 0.254
H 0.46398 2.03697 1.45015 -0.045 -0.097 0.021 0.419
H -1.23234 2.34102 -0.20682 -0.074 0.031 -0.042 0.370
H -1.00449 0.82554 -1.01182 0.325 -0.083 0.036 0.204
H -1.73994 -0.41057 1.05210 -0.036 -0.092 0.027 0.238
H -2.98137 0.70292 0.47030 -0.122 -0.035 0.058 0.335
H -1.99181 1.13023 1.86628 -0.054 0.053 0.127 0.303
C 0.54382 -1.88024 -0.24186 0.655 -0.349 0.320 0.467
N 1.84981 -1.89308 0.09386 0.038 0.090 -0.169 -0.306
C 0.28538 -1.19107 -1.57632 0.238 0.302 -0.445 0.026
O -0.35331 -2.38017 0.40135 -0.191 0.106 -0.223 -0.591
O 1.09712 -0.47496 -2.11920 -0.453 -0.591 0.226 -0.575
H 2.51919 -1.41641 -0.49032 -0.066 0.022 0.093 0.243
H 2.14625 -2.29383 0.96672 -0.075 -0.003 0.015 0.236
H -0.70744 -1.39872 -1.99892 -0.075 0.026 -0.036 0.443
```
Forces are in eV/Å.

The SMILES is NC(=O)C=O.CCCO. Its relative energy (zero: lowest compared OMol25 entry of this formula, charge and spin) is 119.3 kJ/mol.


An isolated molecule of C5H11NO3 at a distorted geometry, computed with ωB97M-V with the def2-TZVPD basis set.

The geometry in XYZ format:
```
20
Properties=species:S:1:pos:R:3:forces:R:3:mulliken_charge:R:1
C 1.21632 0.56070 1.78772 -0.276 -0.225 0.973 0.075
C 1.13119 0.40557 -1.12039 -1.541 0.350 -0.064 -0.985
C 0.18092 -0.31021 1.13810 -0.106 0.510 -0.696 -1.132
C -1.18152 -0.68244 -0.98556 0.278 0.335 0.236 -1.114
C -0.20693 0.25777 -0.24297 1.534 -0.740 -0.679 1.341
N -2.46874 -0.85691 -0.34832 -0.195 0.084 0.094 -0.652
O 1.29330 1.76139 1.67568 0.107 -0.216 -0.125 -0.501
O 1.79226 -0.80907 -1.36678 0.231 -0.398 0.291 -0.513
O -0.81747 1.50694 -0.11057 0.073 0.673 0.113 -0.628
H -0.20018 2.08517 0.38301 -0.358 -0.325 -0.220 0.450
H 2.29344 -1.06458 -0.58416 0.006 0.012 -0.137 0.344
H 1.87694 0.02075 2.49542 0.240 0.186 -0.070 0.350
H -2.37824 -1.31802 0.54920 -0.095 0.056 -0.027 0.263
H -2.89703 0.05366 -0.20322 0.031 -0.189 0.100 0.296
H 0.78843 0.75983 -2.09429 0.030 0.039 -0.008 0.413
H 1.80393 1.17680 -0.72894 -0.146 -0.128 0.186 0.398
H 0.53930 -1.33723 1.05516 0.021 -0.019 0.091 0.376
H -0.70183 -0.30112 1.78680 0.047 -0.060 0.068 0.397
H -1.36070 -0.25293 -1.97320 0.115 -0.039 -0.049 0.423
H -0.70336 -1.65608 -1.11270 0.004 0.096 -0.077 0.399
```
Forces are in eV/Å.

The SMILES is NC[C@](O)(CO)CC=O. Its relative energy (zero: lowest compared OMol25 entry of this formula, charge and spin) is 152.2 kJ/mol.


An isolated molecule of C5H11NO3 at a distorted geometry, computed with ωB97M-V with the def2-TZVPD basis set.

The geometry in XYZ format:
```
20
Properties=species:S:1:pos:R:3:forces:R:3:mulliken_charge:R:1
C -0.75946 0.09980 -1.19349 2.722 1.470 -0.100 -0.730
C -1.49402 -1.20421 2.21335 -0.341 -0.489 -0.362 -1.324
C -0.56265 -1.33253 1.02874 1.890 -0.335 2.296 0.919
O -0.70377 -1.01566 -2.02347 -0.171 -0.646 0.178 -0.537
O -0.47782 -2.33435 0.33407 -0.656 1.099 -0.111 -0.667
H -0.69381 -1.80474 -1.44324 0.026 0.402 -0.397 0.439
H -0.65361 0.96780 -1.84681 -0.196 0.054 -0.174 0.346
H -1.72215 0.24945 -0.69307 0.233 -0.319 0.653 0.257
H -0.91792 -1.19380 3.13567 0.178 0.049 0.035 0.364
H -2.06890 -0.28528 2.16499 -0.084 0.140 -0.040 0.323
H -2.16118 -2.06126 2.24117 -0.068 0.017 0.003 0.369
C 1.89383 2.03615 -1.18466 0.137 -0.301 0.258 -0.681
C 0.69516 0.22272 -0.24847 -2.480 -0.898 -2.679 0.205
O 1.17006 1.50246 -0.08098 0.009 0.356 0.093 -0.431
N 0.42729 -0.32415 1.02545 -0.906 -0.972 0.433 -0.174
H 0.42651 0.36305 1.76608 -0.390 -0.030 -0.059 0.274
H 1.34393 -0.43408 -0.84670 0.310 0.291 0.119 0.193
H 2.82847 1.47261 -1.33165 -0.231 0.124 -0.035 0.299
H 1.30225 2.01195 -2.10163 0.024 0.029 -0.005 0.303
H 2.12778 3.06409 -0.91532 -0.007 -0.041 -0.105 0.256
```
Forces are in eV/Å.

The SMILES is CO[C@H](CO)NC(C)=O. Its relative energy (zero: lowest compared OMol25 entry of this formula, charge and spin) is 199.3 kJ/mol.


C5H11NO3 as an isolated structure at a distorted geometry, computed with ωB97M-V with the def2-TZVPD basis set.

The geometry in XYZ format:
```
20
Properties=species:S:1:pos:R:3:forces:R:3:mulliken_charge:R:1
C 0.39476 0.07463 -0.62915 1.664 4.789 -0.535 -0.051
C 0.30281 -2.13369 0.41294 0.106 2.588 1.762 -0.429
C -0.53369 0.15867 1.60510 -0.018 -0.436 0.035 -0.810
C -0.90785 0.29235 -1.36973 -0.191 0.514 -0.463 -1.410
N 0.47698 -0.29855 0.67219 -0.362 -5.507 0.447 -0.205
C 1.19462 1.89764 -0.51428 -0.946 -1.398 -1.791 0.348
O 1.40567 2.50621 0.67169 -0.163 -0.587 0.409 -0.423
O -0.98778 -2.56701 0.22070 0.096 0.192 -0.155 -0.465
O 1.42006 2.46372 -1.55462 0.010 -0.086 0.293 -0.544
H 1.74168 3.41036 0.51526 -0.077 -0.382 -0.277 0.331
H -1.22845 -2.49126 -0.71043 0.029 0.015 0.088 0.340
H 1.15054 -0.39949 -1.25990 -0.031 0.157 0.252 0.592
H 0.63485 -2.41967 1.40491 -0.055 -0.252 -0.066 0.366
H 1.00386 -2.44156 -0.36428 -0.021 0.514 -0.020 0.352
H -0.47978 -0.48384 2.48593 0.000 0.127 0.038 0.327
H -0.29342 1.17562 1.90613 0.024 0.113 -0.026 0.272
H -1.56661 0.12580 1.24716 -0.016 0.001 -0.135 0.291
H -1.14770 1.35478 -1.41928 -0.037 -0.055 -0.075 0.361
H -0.80279 -0.04635 -2.40243 -0.116 -0.021 0.065 0.283
H -1.77777 -0.17837 -0.91789 0.104 -0.285 0.155 0.474
```
Forces are in eV/Å.

Its relative energy (zero: lowest compared OMol25 entry of this formula, charge and spin) is 383.8 kJ/mol.


A 2-piece molecular cluster, C5H11NO3 overall at a distorted geometry, computed with ωB97M-V with the def2-TZVPD basis set.

The geometry in XYZ format:
```
20
Properties=species:S:1:pos:R:3:forces:R:3:mulliken_charge:R:1
C -4.35339 0.94651 -0.18784 -0.368 0.086 -0.128 -1.265
C -3.49000 -0.27361 -0.44241 -0.410 0.558 -0.131 -0.350
C -2.18033 -0.18657 0.24261 1.284 -0.470 -0.452 -0.486
C -1.31048 -1.43777 -0.03346 0.434 0.800 -0.010 -0.606
C 0.03647 -0.77121 0.31438 -0.581 -0.703 0.654 -0.394
O 0.09364 0.35354 -0.50200 1.082 -0.168 0.178 -0.445
O 4.63857 0.52708 1.57510 -1.889 1.582 -1.329 -0.303
N 4.12848 1.21545 0.70330 4.022 -1.287 -1.362 0.599
O 4.64422 1.50978 -0.38498 -2.151 -0.294 2.683 -0.296
H -5.31088 0.81800 -0.69261 -0.122 0.196 0.082 0.385
H -4.53707 1.07686 0.88410 -0.021 0.004 -0.141 0.314
H -3.89270 1.86729 -0.56852 -0.014 -0.231 0.085 0.316
H -4.00669 -1.18597 -0.13008 -0.068 -0.002 -0.014 0.302
H -3.27006 -0.36875 -1.51173 -0.254 -0.080 0.037 0.301
H -1.46803 0.59118 -0.25679 -1.566 -0.202 0.581 0.322
H -2.18099 0.05269 1.32330 -0.280 -0.084 -0.433 0.298
H -1.60432 -2.34894 0.51388 0.265 0.410 -0.061 0.355
H -1.31601 -1.62807 -1.12536 -0.049 -0.086 0.564 0.307
H -0.01152 -0.50867 1.40297 0.441 -0.065 -0.637 0.221
H 0.91567 -1.39076 0.13614 0.246 0.037 -0.166 0.424
```
Forces are in eV/Å.

Its relative energy (zero: lowest compared OMol25 entry of this formula, charge and spin) is 737.8 kJ/mol.


An isolated molecule of C5H11NO3S at a distorted geometry, computed with ωB97M-V with the def2-TZVPD basis set.

The geometry in XYZ format:
```
21
Properties=species:S:1:pos:R:3:forces:R:3:mulliken_charge:R:1
C 0.49266 0.17511 -1.19291 -2.890 -0.181 -1.464 -0.645
C 1.70472 -0.48176 -0.60722 3.748 1.546 -3.817 -0.712
C 0.86830 -0.76263 1.41316 -2.157 0.904 -0.843 -0.576
C -0.36372 0.57313 -0.01893 0.970 -0.424 0.777 0.518
C -0.30843 1.96373 0.53341 -0.947 0.170 -0.696 -1.456
N 1.46600 -1.39315 0.37012 0.561 0.943 2.971 -0.078
O -1.59465 -1.61942 -0.39195 -2.165 -0.123 -3.360 -0.539
O -2.46490 -0.15080 1.31500 -0.341 0.586 0.077 -0.651
O -2.79592 0.42857 -1.11820 1.062 -0.683 1.460 -0.678
S -1.95681 -0.07675 -0.01799 -0.588 -0.615 -0.935 1.168
H 0.72669 0.91140 -2.02383 0.062 -0.253 1.571 0.391
H -0.12565 -0.54910 -1.76454 0.684 0.070 0.213 0.263
H 2.35368 -0.88331 -1.47156 -0.656 0.549 1.455 0.367
H 2.19468 0.39887 -0.13103 0.479 -0.696 -0.349 0.283
H 1.26991 0.06660 2.01538 0.401 -0.222 -0.943 0.263
H 0.24033 -1.38602 1.99498 -0.647 -0.528 0.572 0.305
H 0.51694 1.95843 1.16596 2.103 0.665 0.794 0.388
H -1.08698 2.13157 1.27823 -0.493 0.207 -0.487 0.438
H -0.24494 2.75469 -0.25141 -0.168 -0.475 0.762 0.286
H -2.10920 -1.74008 -1.31457 1.665 0.107 2.943 0.376
H 1.21731 -2.31912 0.21791 -0.684 -1.546 -0.702 0.287
```
Forces are in eV/Å.

Its relative energy (zero: lowest compared OMol25 entry of this formula, charge and spin) is 300.4 kJ/mol.


An isolated molecule of C5H11NOS at a distorted geometry, computed with ωB97M-V with the def2-TZVPD basis set.

The geometry in XYZ format:
```
19
Properties=species:S:1:pos:R:3:forces:R:3:mulliken_charge:R:1
C -1.17868 -0.86976 -0.00228 2.470 1.517 -0.603 -0.540
N -0.41651 -2.10403 0.15344 -7.518 -0.812 0.000 -0.127
C -1.13994 -3.22846 0.46709 1.153 1.720 -0.614 0.076
O -2.34505 -3.17395 0.50120 -0.222 -1.292 0.345 -0.565
C -0.71192 0.20567 0.99256 -0.714 1.067 0.675 -0.779
C -0.09341 1.53020 0.47498 -0.697 -0.887 -2.910 -0.804
C 1.30634 1.45168 -0.18915 0.503 -3.570 1.987 -0.588
S 2.11014 2.73947 -1.11359 -0.555 0.884 -0.163 -0.232
H -0.76675 -0.48505 -0.92009 -0.557 0.295 -1.016 0.425
H -2.25224 -0.96647 -0.08303 0.173 -0.539 0.189 0.326
H 0.48902 -2.06107 0.24810 5.835 0.174 0.562 0.130
H -0.42654 -4.05029 0.60154 -0.618 -0.756 0.264 0.317
H -0.08511 -0.22385 1.73821 0.831 -0.540 0.547 0.492
H -1.55412 0.56356 1.58853 -0.238 -0.154 -0.028 0.268
H -0.87388 1.96627 -0.20292 0.822 -0.390 -0.148 0.358
H -0.11068 2.23275 1.21894 0.319 1.608 2.304 0.550
H 2.05582 1.00460 0.61920 -1.157 1.756 -1.155 0.267
H 1.32019 0.51065 -0.76011 -0.365 0.418 -0.664 0.311
H 1.02368 3.26115 -1.77386 0.537 -0.498 0.427 0.114
```
Forces are in eV/Å.

The SMILES is O=CNCCCCS. Its relative energy (zero: lowest compared OMol25 entry of this formula, charge and spin) is 201.3 kJ/mol.


A 2-piece molecular cluster, C5H11NOS overall at a distorted geometry, computed with ωB97M-V with the def2-TZVPD basis set.

The geometry in XYZ format:
```
19
Properties=species:S:1:pos:R:3:forces:R:3:mulliken_charge:R:1
C 0.51812 0.59198 0.94132 -1.773 -1.155 -0.303 -0.473
C 0.02144 1.86076 0.37459 1.412 2.091 -0.090 -0.488
C -0.86547 1.52056 -0.74754 -1.255 1.095 -1.385 -0.644
S -1.92060 0.19314 -0.19361 1.524 -0.753 1.328 -0.209
C 1.56573 -0.13784 0.19581 -1.583 -1.840 -1.153 0.520
N 1.67233 -1.53048 0.37037 0.095 1.589 0.877 -0.245
C 0.48312 -2.34621 0.13976 -0.105 -0.601 0.288 -0.429
O 2.16199 0.39082 -0.71264 1.084 1.134 0.085 -0.555
H -4.75538 -0.74069 1.15101 0.122 0.076 -0.017 -0.160
H 0.29761 0.25474 1.94524 0.047 0.248 0.100 0.451
H 0.82627 2.48409 -0.06117 0.268 -0.427 0.378 0.260
H -0.41699 2.52892 1.10802 -0.501 -0.368 0.299 0.326
H -0.31040 1.26041 -1.64630 0.214 -0.262 0.130 0.305
H -1.51694 2.35059 -1.05208 0.181 0.069 -0.011 0.383
H -5.38385 -1.12064 1.22772 -0.117 -0.073 0.017 0.150
H 2.57453 -1.74840 -0.01671 -0.212 -0.874 -0.505 0.297
H 0.22864 -2.96804 1.00919 0.203 0.042 -0.230 0.235
H 0.56790 -2.98169 -0.74818 0.299 0.047 0.174 0.281
H -0.36640 -1.69444 -0.04209 0.097 -0.037 0.021 -0.006
```
Forces are in eV/Å.

Its relative energy (zero: lowest compared OMol25 entry of this formula, charge and spin) is 482.4 kJ/mol.


An isolated molecule of C5H11NOS at a distorted geometry, computed with ωB97M-V with the def2-TZVPD basis set.

The geometry in XYZ format:
```
19
Properties=species:S:1:pos:R:3:forces:R:3:mulliken_charge:R:1
C -0.19272 0.00082 -0.57380 2.355 0.120 0.722 0.339
C 1.17978 0.49159 1.42825 -0.236 2.078 -3.006 -1.344
C 0.48110 -1.97946 0.92269 1.104 0.804 0.877 -1.420
C -2.55012 0.56493 -0.88192 2.854 0.340 -1.621 -0.870
C 0.91022 -0.58203 0.35282 -0.425 0.006 -1.109 0.667
N -1.37433 -0.04597 -0.27334 -2.583 -0.775 0.894 -0.336
O 0.23622 0.75377 -1.66706 -2.242 -0.072 -0.222 -0.376
S 1.69853 1.12119 -2.20491 1.782 -1.985 -0.534 -0.124
H 0.68849 1.48075 1.09501 0.864 -1.316 0.480 0.264
H 0.68884 0.23971 2.28439 -1.048 -0.681 2.676 0.469
H 2.23544 0.70386 1.55659 0.090 -0.230 0.273 0.310
H -0.53016 -1.80350 1.23507 -0.797 -0.337 -0.106 0.380
H 0.56997 -2.87876 0.28024 -0.046 0.853 0.128 0.314
H 1.00250 -2.17826 1.89755 -0.021 0.109 -1.007 0.339
H -2.86160 1.36357 -0.28588 -0.571 1.197 1.245 0.308
H -3.34682 -0.11685 -0.98487 -0.744 -0.959 -0.139 0.285
H -2.26344 1.02495 -1.84608 -0.476 -0.337 0.075 0.299
H 1.79520 -0.54998 -0.27156 0.334 -0.814 -0.030 0.372
H 1.63289 2.38967 -2.06319 -0.195 2.000 0.405 0.124
```
Forces are in eV/Å.

The SMILES is C/N=C(\OS)C(C)C. Its relative energy (zero: lowest compared OMol25 entry of this formula, charge and spin) is 292.2 kJ/mol.


An isolated molecule of C5H11NOS at a distorted geometry, computed with ωB97M-V with the def2-TZVPD basis set.

The geometry in XYZ format:
```
19
Properties=species:S:1:pos:R:3:forces:R:3:mulliken_charge:R:1
C -0.39450 0.46922 -1.19622 -0.602 3.960 1.508 -0.610
C -0.84111 0.64980 0.24934 -0.804 -1.933 -1.140 0.744
C -1.24914 -0.69227 0.88861 1.612 0.744 1.691 -1.244
C -0.70850 1.78413 0.86727 -0.761 1.092 -1.650 -0.939
C 3.11781 -0.82149 -0.47852 -0.172 1.459 0.714 -0.946
N 1.94920 0.97551 1.14889 4.477 -1.013 0.641 -0.536
O 0.86735 -0.03670 -1.05973 1.586 -2.584 -0.776 -0.207
S 2.14027 0.76937 -0.41344 0.264 -0.993 0.581 0.381
H -1.08366 -0.16708 -1.65935 -0.339 -1.437 -1.199 0.371
H -0.30302 1.43089 -1.77783 -0.590 -0.606 0.556 0.299
H -1.35788 -0.55900 1.99896 -0.701 0.015 -1.067 0.331
H -0.47527 -1.47129 0.89863 0.365 0.391 -0.572 0.229
H -2.06800 -1.17234 0.38355 -0.788 0.202 0.035 0.353
H -0.79994 1.89985 1.85986 -0.488 -0.211 3.648 0.364
H -0.67198 2.76630 0.44238 0.731 0.160 -1.050 0.245
H 3.08902 0.63568 1.47442 -4.281 1.192 -0.774 0.192
H 3.34548 -1.03825 -1.52423 0.200 -0.253 0.350 0.311
H 2.50853 -1.57191 0.06711 0.291 0.539 -0.614 0.227
H 3.95868 -0.49975 0.17235 0.000 -0.722 -0.882 0.437
```
Forces are in eV/Å.

Its relative energy (zero: lowest compared OMol25 entry of this formula, charge and spin) is 553.0 kJ/mol.


Total energy / hartree: -477.58007; -477.56752; -477.54957; -477.47931; -477.34447; -875.66061; -725.24822; -725.14115; -725.21360; -725.11427